Entry 1:
Density functional theory data (wB97M-V/def2-TZVPD) for 14 unconnected molecules or ions with the total composition C26H59F6NO15 at a distorted geometry.

XYZ file:
```
107
C26H59F6NO15 wB97M-V/def2-TZVPD
O 5.27228 0.69426 0.67605
C 5.28376 1.65595 -0.03635
N 6.43043 2.36868 -0.58940
C 5.95667 3.21755 -1.66095
O 6.62476 3.66538 -2.56183
C 4.42859 3.44732 -1.53811
C 3.54955 4.37852 -2.19444
C 2.11244 4.28186 -1.85751
C 1.10823 5.25172 -2.53998
F 0.38291 6.00282 -1.64458
F 1.82712 6.16463 -3.29292
F 0.26199 4.59127 -3.39337
C 1.68447 3.25517 -0.89093
C 0.16104 3.07380 -0.51856
C -0.46485 2.11186 -1.61452
C 0.04716 0.67123 -1.32039
F -0.52358 -0.02753 -0.26496
C 1.03228 0.03377 -2.01087
F 1.03294 0.00934 -3.37246
F 2.10279 -0.58460 -1.42177
C 2.62914 2.34692 -0.21367
C 4.04177 2.43576 -0.54042
H 6.97113 1.56195 -0.95391
H 3.96230 5.10986 -2.92214
H -0.28558 4.09749 -0.50682
H 0.12651 2.63844 0.51102
H -0.03984 2.37394 -2.62417
H -1.58022 2.16825 -1.68714
H 2.30574 1.57000 0.51930
C 10.20155 0.95568 -1.15985
O 8.98940 0.42014 -0.63861
H 10.28515 0.67240 -2.20745
H 10.19121 2.04550 -1.08079
H 11.05341 0.55174 -0.60782
H 8.93709 0.68276 0.28774
C 4.88876 4.78390 -5.92555
O 5.56430 5.76970 -5.15751
H 4.35548 5.27347 -6.73890
H 5.61495 4.08084 -6.34136
H 4.17190 4.25011 -5.29461
H 6.02735 5.30775 -4.44612
C -1.76107 -0.01654 2.49280
O -1.06928 0.98893 3.22811
H -2.30209 0.45851 1.67654
H -1.04348 -0.73277 2.08224
H -2.46947 -0.53288 3.14306
H -0.59783 0.54721 3.94288
C 0.98727 8.29969 0.69408
O 0.95487 8.06992 2.09453
H 1.56411 7.50577 0.22216
H -0.03048 8.29285 0.29382
H 1.46240 9.26282 0.48667
H 0.43897 8.78461 2.49041
C -4.51717 -2.99237 1.69084
O -4.08900 -2.50003 2.96355
H -4.29720 -2.24322 0.93321
H -3.98301 -3.91193 1.45305
H -5.59307 -3.18129 1.71011
H -4.29284 -3.18032 3.61711
C -3.09162 -3.05019 -1.65698
O -3.58527 -4.24944 -1.07780
H -3.91278 -2.54150 -2.16129
H -2.68777 -2.39730 -0.87667
H -2.30977 -3.28238 -2.38538
H -2.83949 -4.68237 -0.63674
C -0.61893 11.40471 3.84751
O -0.87282 10.03734 3.54230
H 0.09578 11.79590 3.12564
H -1.54669 11.97799 3.78327
H -0.19923 11.48951 4.85258
H -1.50569 9.71141 4.19117
C 1.20787 -3.61683 -2.85693
O 0.68941 -4.81536 -2.29003
H 0.40028 -3.09037 -3.36361
H 1.61322 -2.98079 -2.06670
H 1.99096 -3.85764 -3.58019
H 1.41992 -5.26190 -1.84881
C -6.55438 -0.72679 5.27335
O -6.36258 -2.08646 4.90942
H -7.32902 -0.67651 6.03708
H -5.62532 -0.31387 5.67503
H -6.87057 -0.14885 4.40107
H -5.67341 -2.10660 4.23309
C -2.38984 -6.29002 2.11721
O -2.83540 -6.16447 0.77019
H -2.87017 -5.51826 2.71709
H -2.66306 -7.27323 2.50701
H -1.30576 -6.16072 2.16431
H -2.39762 -6.85694 0.26093
C -4.71123 -8.92887 -0.01096
O -4.72408 -9.12915 1.40066
H -4.13984 -9.73219 -0.47568
H -5.73292 -8.94426 -0.39388
H -4.24103 -7.97028 -0.24125
H -5.23388 -8.40796 1.78522
C 2.73254 -1.13006 2.46451
O 1.82979 -0.05077 2.24902
H 3.73539 -0.72568 2.58920
H 2.44893 -1.67741 3.36746
H 2.71999 -1.80327 1.60332
H 0.95007 -0.42924 2.14081
C -7.02304 -11.26373 -1.84592
O -7.29229 -9.87824 -1.66855
H -6.31108 -11.58015 -1.08521
H -7.94585 -11.83902 -1.73776
H -6.59345 -11.43565 -2.83618
H -7.92238 -9.62069 -2.35039
```

DFT total energy (hartree): -2808.31680
Orbital gap (eV): 8.564
HOMO energy (eV): -9.3

---

Entry 2:
Density functional theory data (wB97M-V/def2-TZVPD) for a molecular structure, C2H3KO2 at a distorted geometry.

XYZ file:
```
8
C2H3KO2 wB97M-V/def2-TZVPD
H -0.75176 2.01640 0.23540
C 0.08091 1.12622 -0.09537
O 1.16705 0.66367 0.25439
K 1.05632 -1.75303 -0.13831
O -0.87960 0.21483 -0.26193
C -2.22687 0.84692 -0.06184
H -2.81310 0.29107 -0.81589
H -2.57879 0.40672 0.88844
```

ΔE to the lowest compared entry with this formula, charge and spin (eV): 2.362
DFT total energy (hartree): -828.29884
Orbital gap (eV): 5.210
HOMO energy (eV): -6.2

---

Entry 3:
Density functional theory data (wB97M-V/def2-TZVPD) for a molecular structure, C44H52F6N3O6SSeTe2Zr at a distorted geometry.

XYZ file:
```
116
C44H52F6N3O6SSeTe2Zr wB97M-V/def2-TZVPD
Zr -0.74351 -0.13401 -1.53709
C 1.61155 -0.02958 -5.29448
C 0.98651 0.91557 -4.26371
C 1.03720 2.37217 -4.72994
O -0.37236 0.55313 -4.03881
C 1.81199 0.84084 -2.94711
O 3.03176 0.96545 -3.00359
O 1.14338 0.69098 -1.87583
H 1.12764 0.08524 -6.26497
H 1.48040 -1.05834 -4.96033
H 2.67479 0.18235 -5.37805
H 0.47301 2.49442 -5.65379
H 2.07693 2.66027 -4.86999
H 0.58677 3.00435 -3.96522
H -0.33772 -0.34887 -3.65564
O -2.16970 -1.92576 0.27718
C -2.15928 -0.72797 0.08756
Te -3.35669 0.79366 0.64611
C -4.61713 7.68705 -1.46795
C -3.81888 6.41405 -1.50440
C -4.01648 5.46521 -2.49550
C -3.24351 4.31787 -2.56224
C -3.49138 3.28795 -3.61979
C -2.23455 4.10469 -1.61327
Se -1.01459 2.61948 -1.82565
C -2.06923 5.02691 -0.56975
C -1.08384 4.78038 0.52719
C -2.85498 6.16486 -0.53890
H -5.35244 7.70424 -2.26952
H -3.96476 8.55468 -1.58283
H -5.13818 7.78991 -0.51606
H -4.79243 5.62642 -3.23598
H -4.34462 3.55417 -4.24418
H -3.67371 2.33137 -3.12999
H -2.60474 3.16117 -4.24282
H -0.20402 4.28415 0.12413
H -1.53251 4.10407 1.25625
H -0.79474 5.70917 1.01919
H -2.70973 6.88054 0.26244
C 3.49786 2.49907 0.18029
N 2.26285 1.77710 0.34922
C 1.25980 1.97590 1.20093
S -0.17173 1.11109 0.99863
N 1.26201 2.87602 2.22242
C 2.40758 3.39926 2.92972
H 3.98190 2.08975 -0.70475
H 4.15617 2.35707 1.04165
H 3.33087 3.56917 0.01966
H 1.99515 1.17832 -0.44513
H 0.40694 2.78265 2.75498
H 3.05357 2.60081 3.30648
H 2.04736 3.98553 3.77355
H 3.00084 4.05854 2.29409
C 0.06679 -4.94071 7.72999
C 0.13712 -4.23847 6.40097
C 1.23549 -4.38662 5.57371
C 1.30700 -3.74606 4.34398
C 2.50535 -4.00195 3.48316
C 0.27949 -2.91116 3.90007
Te 0.22092 -2.06912 1.80535
N 0.48165 -1.45155 -0.45226
C 0.66882 -2.13099 -1.50515
O 0.17781 -1.68472 -2.64774
C 1.42960 -3.41241 -1.59396
C 1.24767 -4.42654 -0.66048
C 1.94223 -5.61582 -0.78582
C 2.80788 -5.81201 -1.84958
C 2.99180 -4.80528 -2.78313
C 2.30752 -3.60959 -2.65523
C 2.16302 -1.23255 2.06251
C 3.12748 -1.47665 1.09367
C 4.39457 -0.93292 1.17915
C 4.72214 -0.11893 2.24792
C 3.76631 0.14498 3.21246
C 2.48463 -0.38304 3.12932
C 1.46103 -0.01395 4.15634
C -0.84701 -2.79511 4.72640
C -2.01031 -1.96719 4.26473
C -0.90541 -3.43665 5.95377
H 0.90193 -5.63052 7.84297
H -0.85912 -5.50809 7.82639
H 0.09942 -4.22648 8.55456
H 2.05469 -5.02614 5.88500
H 3.01686 -4.90942 3.80111
H 3.20722 -3.17274 3.53679
H 2.19605 -4.09548 2.44170
H 0.57271 -4.26037 0.17340
H 1.79967 -6.39838 -0.05255
H 3.34550 -6.74774 -1.94285
H 3.66392 -4.96448 -3.61793
H 2.45512 -2.80439 -3.36221
H 2.88573 -2.11075 0.25159
H 5.13216 -1.14353 0.41731
H 5.70896 0.32078 2.32909
H 4.03617 0.76172 4.06364
H 1.77303 0.85744 4.73153
H 1.29183 -0.83684 4.84796
H 0.51375 0.18581 3.64914
H -2.37056 -2.34199 3.30567
H -1.70303 -0.93226 4.10558
H -2.82643 -1.99176 4.98769
H -1.78608 -3.32181 6.57673
C -3.71909 -0.33489 -4.52944
C -3.37237 -0.91448 -3.14198
O -2.58787 -0.13590 -2.38633
C -4.69638 -1.18636 -2.37977
F -5.31718 -0.04989 -2.05849
F -4.50363 -1.87426 -1.25687
F -5.60284 -1.89450 -3.10562
C -2.66798 -2.28223 -3.33641
F -1.72854 -2.19637 -4.29287
F -2.07128 -2.68571 -2.20538
F -3.46631 -3.30214 -3.72013
H -4.36753 0.52523 -4.38613
H -4.21547 -1.07752 -5.15162
H -2.79398 -0.00106 -4.99583
```

ΔE to the lowest compared entry with this formula, charge and spin (eV): 2.749
DFT total energy (hartree): -6305.67474
<S²>: 0.7640
Orbital gap (alpha / beta) (eV): 5.377 / 5.342
HOMO energy (alpha / beta) (eV): -1.4 / -1.5
Spin multiplicity: 2
Total charge: -2

---

Entry 4:
Density functional theory data (wB97M-V/def2-TZVPD) for 3 unconnected molecules or ions with the total composition CH7NO2 at a distorted geometry.

XYZ file:
```
11
CH7NO2 wB97M-V/def2-TZVPD
C 0.78874 -1.54095 -1.88357
N 2.00298 -1.44144 -1.57084
H 0.57394 -1.37189 -2.98486
H -0.05569 -1.72791 -1.14376
H 2.34090 -1.82336 -0.69318
H -5.86988 -1.60621 3.81306
H -4.82311 -1.36620 5.04046
O -5.55035 -0.90132 4.43355
H 2.96707 3.34385 -1.55829
H 3.89625 4.53090 -2.09431
O 3.72915 3.90453 -1.35827
```

ΔE to the lowest compared entry with this formula, charge and spin (eV): 1.302
DFT total energy (hartree): -247.47145
Orbital gap (eV): 10.710
HOMO energy (eV): -9.8
SMILES: C=N.O.O

---

> The lowest DFT total energy belongs to which entry?

C44H52F6N3O6SSeTe2Zr